Below is an isolated ion of composition C7H20BN4O2 and charge +1, with properties calculated with wB97M-V/def2-TZVPD.

The calculation puts the highest occupied orbital energy at -0.477 hartree. The SMILES is CCCON/C(NCN)=[NH+]/B(O)CC. The value obtained for the total energy is -672.85857 Eh.

```
! wB97M-V def2-TZVPD RIJCOSX def2/J DEFGRID3
* xyz 1 1
C -3.280 1.540 0.667
C -2.671 0.140 0.615
C -1.871 -0.174 1.865
O -0.955 -1.277 1.647
N 0.382 -0.893 1.730
C 0.955 -0.465 0.571
N 0.755 -1.128 -0.629
C 1.134 -2.590 -0.622
N 0.312 -3.515 0.074
N 1.811 0.521 0.560
B 2.561 0.928 -0.715
O 3.857 0.566 -0.798
C 1.924 1.770 -1.854
C 0.390 1.898 -1.871
H -2.521 2.294 0.455
H -4.041 1.639 -0.100
H -3.697 1.775 1.643
H -3.452 -0.603 0.470
H -2.009 0.080 -0.252
H -2.540 -0.507 2.656
H -1.340 0.710 2.223
H 0.582 -0.325 2.548
H -0.176 -0.980 -0.997
H 1.152 -2.868 -1.672
H 2.155 -2.650 -0.256
H 0.340 -3.431 1.077
H -0.636 -3.556 -0.266
H 1.990 1.020 1.423
H 4.236 0.239 0.020
H 2.378 2.762 -1.800
H 2.258 1.320 -2.789
H 0.084 2.788 -2.409
H -0.056 1.032 -2.357
H -0.013 1.936 -0.858
*
```


Below is C34H71Br4CaCl2KN2O9S as an isolated structure, with properties calculated with wB97M-V/def2-TZVPD.

The calculation puts the highest occupied orbital energy at -0.362 hartree. The value obtained for the total energy is -15015.81595 Eh.

```
! wB97M-V def2-TZVPD RIJCOSX def2/J DEFGRID3
* xyz 2 1
C -3.829 1.819 2.821
C -4.121 0.293 3.066
C -3.786 -0.219 4.507
C -2.430 0.308 5.065
C -1.212 -0.259 4.252
C 0.036 0.693 4.230
C 0.191 1.311 2.789
C 1.640 1.780 2.451
C 2.602 0.603 2.115
C 2.114 -0.308 0.934
N 2.714 0.069 -0.407
C 2.063 1.344 -0.861
C 2.343 1.725 -2.351
C 2.044 0.510 -3.295
C 2.997 -0.673 -2.839
C 2.608 -1.057 -1.381
C 1.206 -1.779 -1.402
C 1.374 -3.223 -0.795
C 0.029 -3.828 -0.233
Br 0.421 -4.389 1.645
H -2.941 1.887 2.145
H -3.575 2.377 3.744
H -4.693 2.285 2.302
H -3.525 -0.331 2.366
H -5.195 0.127 2.850
H -3.670 -1.327 4.423
H -4.602 -0.050 5.245
H -2.361 1.414 5.143
H -2.344 -0.066 6.113
H -1.573 -0.551 3.244
H -0.911 -1.204 4.761
H -0.201 1.550 4.904
H 0.960 0.216 4.611
H -0.455 2.222 2.772
H -0.255 0.615 2.048
H 2.040 2.274 3.371
H 1.584 2.580 1.679
H 2.837 -0.007 3.012
H 3.601 1.047 1.816
H 1.011 -0.336 0.885
H 2.429 -1.352 1.162
H 3.710 0.234 -0.226
H 2.511 2.158 -0.231
H 0.986 1.343 -0.587
H 1.723 2.636 -2.586
H 3.410 2.018 -2.518
H 0.966 0.260 -3.187
H 2.209 0.781 -4.356
H 2.895 -1.500 -3.562
H 4.026 -0.249 -2.920
H 3.349 -1.824 -1.051
H 0.937 -1.930 -2.470
H 0.379 -1.200 -0.946
H 1.682 -3.898 -1.629
H 2.190 -3.293 -0.048
H -0.813 -3.115 -0.252
H -0.180 -4.771 -0.767
O -5.476 -1.094 0.584
C -6.633 -1.147 0.894
O -7.380 -0.049 1.148
C -8.689 -0.445 1.592
C -8.874 -1.855 1.070
C -7.452 -2.397 1.097
H -8.714 -0.399 2.685
H -9.432 0.244 1.193
H -9.581 -2.441 1.655
H -9.234 -1.824 0.039
H -7.198 -2.833 2.066
H -7.275 -3.113 0.298
C -1.098 5.418 -4.928
S -0.783 3.947 -3.921
O 0.660 4.016 -3.517
C -0.913 2.772 -5.280
H -1.027 6.297 -4.284
H -0.352 5.485 -5.722
H -2.102 5.365 -5.356
H -0.190 3.020 -6.058
H -1.927 2.796 -5.683
H -0.702 1.778 -4.890
C 3.223 5.338 0.570
N 3.770 6.276 1.583
O 3.613 7.448 1.393
O 4.344 5.770 2.539
H 2.747 5.906 -0.223
H 4.058 4.765 0.178
H 2.499 4.692 1.073
C -8.809 3.045 -2.883
O -8.912 3.902 -1.963
O -8.446 1.803 -2.424
O -8.981 3.184 -4.101
H -8.399 2.074 -1.484
C 6.704 5.773 4.766
Cl 7.296 5.659 6.418
Cl 7.877 5.089 3.625
H 5.775 5.217 4.693
H 6.533 6.815 4.515
K 0.084 7.607 -5.801
O 7.674 2.369 7.196
H 7.787 3.119 6.593
Ca 5.043 3.551 0.641
C 3.051 -6.823 0.673
C 2.640 -6.982 -0.786
C 3.135 -8.281 -1.422
C 4.655 -8.435 -1.486
C 5.391 -7.322 -2.232
C 5.005 -7.221 -3.703
H 4.137 -6.777 0.784
H 2.636 -5.899 1.080
H 2.679 -7.654 1.275
H 2.992 -6.118 -1.363
H 1.546 -6.964 -0.843
H 2.717 -8.359 -2.430
H 2.725 -9.127 -0.861
H 4.884 -9.393 -1.963
H 5.058 -8.503 -0.471
H 6.465 -7.515 -2.166
H 5.223 -6.358 -1.740
H 5.200 -8.161 -4.222
H 5.588 -6.439 -4.195
H 3.949 -6.972 -3.828
C -5.703 6.165 -4.652
Br -5.742 4.428 -5.490
Br -5.133 6.056 -2.806
Br -4.634 7.427 -5.659
H -6.720 6.543 -4.651
*
```


Below is a 2-piece molecular cluster, F3NOS2 overall, with properties calculated with wB97M-V/def2-TZVPD.

The calculation puts the highest occupied orbital energy at -0.406 hartree. The value obtained for the total energy is -1225.88007 Eh. The relative energy (zero: lowest compared OMol25 entry of this formula, charge and spin) is 0.779 eV.

```
! wB97M-V def2-TZVPD RIJCOSX def2/J DEFGRID3
* xyz 0 1
N -1.600 0.067 -1.175
O 0.509 -0.640 0.530
F -3.154 -0.595 0.556
F 1.805 1.411 0.066
F 2.915 -0.620 0.406
S -1.691 0.200 0.257
S 1.533 -0.207 -0.397
*
```


Below is one molecule with the formula C4H8O2, with properties calculated with wB97M-V/def2-TZVPD.

The calculation puts the highest occupied orbital energy at -0.366 hartree. The SMILES is COCCC=O. The value obtained for the total energy is -307.61157 Eh. The relative energy (zero: lowest compared OMol25 entry of this formula, charge and spin) is 2.745 eV.

```
! wB97M-V def2-TZVPD RIJCOSX def2/J DEFGRID3
* xyz 0 1
C -0.541 -0.899 -1.101
O -1.383 -0.698 0.014
C -0.689 -0.181 1.129
C 0.189 0.998 0.694
C 1.204 0.582 -0.355
O 2.093 -0.217 -0.123
H -0.812 -0.200 -1.910
H -0.560 -1.916 -1.462
H 0.524 -0.894 -0.849
H -0.063 -0.954 1.598
H -1.451 0.131 1.856
H 0.822 1.345 1.513
H -0.449 1.816 0.338
H 1.116 1.087 -1.341
*
```


Below is one molecule with the formula C2H3F2NO, with properties calculated with wB97M-V/def2-TZVPD.

The calculation puts the highest occupied orbital energy at -0.379 hartree. The SMILES is NC(F)(F)C=O. The value obtained for the total energy is -407.70471 Eh. The relative energy (zero: lowest compared OMol25 entry of this formula, charge and spin) is 1.405 eV.

```
! wB97M-V def2-TZVPD RIJCOSX def2/J DEFGRID3
* xyz 0 1
N 0.082 1.098 -0.730
C -0.133 -0.251 -0.428
F 0.586 -0.960 -1.331
F -1.441 -0.671 -0.644
C 0.267 -0.738 1.196
O 0.387 0.078 2.022
H 0.425 1.611 0.104
H -0.540 1.703 -1.226
H 0.367 -1.870 1.037
*
```


Below is an isolated ion of composition C14H16N and charge +1, with properties calculated with wB97M-V/def2-TZVPD.

The calculation puts the highest occupied orbital energy at -0.468 hartree. The value obtained for the total energy is -597.39246 Eh. The relative energy (zero: lowest compared OMol25 entry of this formula, charge and spin) is 5.803 eV.

```
! wB97M-V def2-TZVPD RIJCOSX def2/J DEFGRID3
* xyz 1 1
C 0.522 1.615 -0.925
C 0.069 2.724 -0.458
C -1.739 0.780 3.518
C -0.582 1.401 3.197
C -2.363 -0.037 2.609
C -0.012 1.188 1.953
C -1.669 -0.364 1.427
C -0.538 0.343 0.996
C 1.518 1.210 -1.983
C 0.118 -0.702 -2.658
C -0.855 -0.414 -1.478
C 1.497 -0.359 -2.040
C 0.039 0.219 -0.387
C 1.075 -2.005 -0.216
N 1.261 -0.587 -0.607
H -2.262 0.851 4.491
H -0.171 2.032 3.965
H -3.165 -0.576 2.914
H 0.773 1.902 1.671
H -2.166 -1.024 0.706
H 1.471 1.594 -2.966
H 2.444 1.560 -1.642
H 0.309 -1.830 -2.815
H -0.199 -0.119 -3.522
H -1.554 0.403 -1.751
H -1.313 -1.321 -1.125
H 2.305 -0.924 -2.526
H 0.981 -2.134 0.856
H 0.210 -2.554 -0.677
H 1.938 -2.757 -0.501
H 2.058 -0.115 -0.026
*
```


Below is one molecule with the formula C4H7NO, with properties calculated with wB97M-V/def2-TZVPD.

The calculation puts the highest occupied orbital energy at -0.391 hartree. The SMILES is N#CCCCO. The value obtained for the total energy is -286.54122 Eh. The relative energy (zero: lowest compared OMol25 entry of this formula, charge and spin) is 2.461 eV.

```
! wB97M-V def2-TZVPD RIJCOSX def2/J DEFGRID3
* xyz 0 1
N -2.644 1.636 -0.999
C -2.045 0.791 -0.481
C -1.276 -0.281 0.184
C 0.134 -0.556 -0.371
C 1.243 0.414 -0.040
O 2.053 -0.446 0.941
H -1.209 -0.026 1.247
H -1.877 -1.196 0.123
H 0.793 -1.237 0.326
H 0.091 -0.880 -1.422
H 1.879 0.697 -0.879
H 0.942 1.288 0.545
H 2.814 -0.880 0.524
*
```


Below is C18H44O5PtSSi3Te as an isolated structure, with properties calculated with wB97M-V/def2-TZVPD.

The expectation value of S² is 2.011. The calculation puts the highest occupied orbital energy (alpha / beta) at -0.260 / -0.312 hartree. The value obtained for the total energy is -2742.41017 Eh.

```
! wB97M-V def2-TZVPD RIJCOSX def2/J DEFGRID3
* xyz 0 3
Pt -0.049 -0.832 1.104
C 2.047 -3.089 2.786
O 1.661 -1.731 2.913
C 1.114 -1.391 4.179
C -0.268 -1.977 4.418
O -1.251 -1.446 3.549
C -1.769 -0.188 3.958
H 2.719 -3.372 3.602
H 2.572 -3.179 1.838
H 1.187 -3.761 2.763
H 1.074 -0.301 4.190
H 1.791 -1.727 4.974
H -0.556 -1.818 5.464
H -0.254 -3.053 4.233
H -2.252 -0.278 4.937
H -2.504 0.102 3.210
H -0.993 0.580 3.996
C 2.878 4.172 2.450
Si 1.041 3.921 2.254
C 0.153 4.370 3.833
C 0.397 4.970 0.848
C 0.697 2.173 1.862
C 0.418 1.022 1.572
H 3.118 5.220 2.643
H 3.403 3.865 1.543
H 3.269 3.574 3.276
H 0.317 5.418 4.098
H 0.500 3.754 4.665
H -0.922 4.214 3.725
H 0.651 6.024 0.979
H -0.690 4.888 0.776
H 0.819 4.635 -0.103
C -1.261 1.519 -4.600
Si -1.631 2.161 -2.882
C -3.347 1.640 -2.363
C -1.467 4.020 -2.852
C -0.408 1.420 -1.665
Te -0.439 -0.721 -1.671
C 1.373 -0.887 -2.778
Si 1.578 -2.630 -3.469
C 3.043 -2.643 -4.625
C 0.022 -3.096 -4.390
C 1.840 -3.790 -2.033
H -1.983 1.904 -5.324
H -1.316 0.427 -4.633
H -0.264 1.816 -4.933
H -4.089 1.893 -3.122
H -3.638 2.129 -1.429
H -3.399 0.561 -2.195
H -2.171 4.487 -3.545
H -0.460 4.329 -3.142
H -1.663 4.419 -1.854
H -0.628 1.723 -0.641
H 0.630 1.685 -1.876
H 2.188 -0.627 -2.100
H 1.307 -0.138 -3.570
H 2.907 -1.932 -5.443
H 3.182 -3.634 -5.065
H 3.965 -2.380 -4.102
H -0.290 -2.303 -5.075
H -0.803 -3.283 -3.698
H 0.175 -4.005 -4.976
H 2.762 -3.558 -1.494
H 1.901 -4.824 -2.380
H 1.010 -3.732 -1.321
C -2.862 -3.820 1.691
S -1.941 -2.915 0.497
O -2.191 -3.484 -0.800
O -2.339 -1.492 0.640
O -0.511 -3.017 0.925
H -3.873 -3.951 1.314
H -2.853 -3.248 2.616
H -2.373 -4.782 1.829
*
```


Below is C4H6AgIO3 as an isolated structure, with properties calculated with wB97M-V/def2-TZVPD.

The expectation value of S² is 0.754. The calculation puts the highest occupied orbital energy (alpha / beta) at -0.522 / -0.522 hartree. The value obtained for the total energy is -826.02021 Eh. The relative energy (zero: lowest compared OMol25 entry of this formula, charge and spin) is 1.722 eV.

```
! wB97M-V def2-TZVPD RIJCOSX def2/J DEFGRID3
* xyz 1 2
Ag 2.018 -2.627 -3.260
I 0.999 -0.749 -2.561
C -0.533 -1.314 0.209
C 0.124 0.080 0.020
C -0.940 1.166 0.107
O -0.343 2.046 0.999
C 0.728 1.542 1.606
O 1.397 2.051 2.454
O 0.997 0.327 1.087
H -1.298 -1.446 0.975
H 0.212 -2.069 0.459
H -0.989 -1.633 -0.727
H 0.693 0.224 -0.899
H -1.928 0.822 0.413
H -1.136 1.581 -0.882
*
```


Below is C3H4GaO4 as an isolated structure, with properties calculated with wB97M-V/def2-TZVPD.

The expectation value of S² is 0.753. The calculation puts the highest occupied orbital energy (alpha / beta) at -0.737 / -0.737 hartree. The value obtained for the total energy is -2341.65277 Eh. The relative energy (zero: lowest compared OMol25 entry of this formula, charge and spin) is 0.000 eV.

```
! wB97M-V def2-TZVPD RIJCOSX def2/J DEFGRID3
* xyz 2 2
O 3.895 -0.355 -0.128
C 2.820 0.184 -0.062
O 2.468 1.401 0.027
O 1.612 -0.582 -0.100
C -2.266 -0.753 0.120
C -2.145 0.653 -0.043
O -1.062 1.266 0.068
H 1.745 -1.536 -0.065
H -1.471 -1.322 0.606
H -3.212 -1.239 -0.120
H -3.031 1.221 -0.363
Ga 0.649 1.061 0.061
*
```


Below is C27H41AlF9OP2 as an isolated structure, with properties calculated with wB97M-V/def2-TZVPD.

The calculation puts the highest occupied orbital energy (alpha / beta) at -0.360 / -0.360 hartree. The value obtained for the total energy is -2952.32545 Eh. The relative energy (zero: lowest compared OMol25 entry of this formula, charge and spin) is 0.000 eV.

```
! wB97M-V def2-TZVPD RIJCOSX def2/J DEFGRID3
* xyz 1 1
Al -1.155 1.161 -1.088
C -0.448 -2.934 2.080
C 0.883 -3.291 1.744
C 0.953 -1.377 3.023
C -0.411 -1.734 2.837
C 1.755 -2.345 2.351
C -1.657 -3.750 1.834
H -1.507 -4.450 1.001
H -2.526 -3.116 1.611
H -1.917 -4.354 2.721
C -1.588 -1.078 3.438
H -2.439 -1.082 2.742
H -1.371 -0.036 3.689
H -1.918 -1.587 4.360
C 1.441 -0.272 3.870
H 1.603 -0.611 4.906
H 0.714 0.549 3.907
H 2.396 0.130 3.509
C 3.226 -2.455 2.419
H 3.554 -3.012 3.313
H 3.702 -1.468 2.463
H 3.623 -2.991 1.549
C 1.282 -4.506 1.006
H 1.394 -5.369 1.680
H 2.239 -4.365 0.490
H 0.530 -4.777 0.255
C -1.709 1.724 -2.799
C -2.404 0.355 -3.088
C -1.542 -0.609 -3.894
C -0.144 -0.784 -3.249
C 0.092 -0.139 -1.853
C 1.268 0.825 -1.905
C 0.940 2.061 -2.848
C -0.460 2.163 -3.581
H -1.415 -0.221 -4.920
H 0.581 -0.391 -3.979
H -2.054 -1.583 -3.978
H -0.402 1.716 -4.590
H -2.459 2.523 -2.776
H -3.390 0.491 -3.560
H -0.616 3.239 -3.785
H 1.102 2.986 -2.281
H 2.113 0.330 -2.417
H 1.713 2.063 -3.637
H 0.097 -1.850 -3.157
H 0.233 -0.907 -1.083
P -2.896 -0.610 -1.452
C -4.584 -0.390 -0.890
C -2.355 -2.349 -1.400
P 3.689 0.934 0.134
C 1.871 1.159 -0.477
C 4.198 -0.515 -0.867
C 4.357 2.350 -0.825
H -4.591 0.454 -0.174
H -4.938 -1.302 -0.376
H -5.264 -0.160 -1.724
H -1.697 -2.661 -2.225
H -3.231 -3.017 -1.389
H -1.783 -2.498 -0.466
H 4.169 2.214 -1.899
H 5.437 2.431 -0.621
H 3.864 3.268 -0.464
H 1.663 2.220 -0.278
H 1.393 0.503 0.272
H 4.938 -1.059 -0.271
H 4.658 -0.193 -1.807
H 3.343 -1.176 -1.060
F -1.179 3.823 -0.953
C -1.828 3.778 0.263
F -1.986 5.041 0.698
F -3.056 3.232 0.002
C -1.061 2.852 1.210
O -0.793 1.655 0.558
C 0.247 3.567 1.655
F 0.030 4.572 2.538
F 1.126 2.679 2.209
F 0.908 4.095 0.579
C -1.932 2.628 2.489
F -2.554 3.760 2.914
F -2.881 1.690 2.228
F -1.184 2.148 3.532
*
```